1.
{
  "formula": "C12H22Cl8Mg2O4",
  "method": "wB97M-V/def2-TZVPD",
  "symbols": ["H", "Cl", "O", "C", "Cl", "C", "H", "C", "Cl", "H", "H", "H", "C", "H", "C", "O", "H", "Cl", "H", "H", "C", "H", "Mg", "H", "H", "H", "Cl", "Cl", "H", "O", "Mg", "H", "C", "H", "H", "H", "H", "Cl", "C", "O", "Cl", "C", "C", "H", "H", "H", "C", "C"],
  "positions_angstrom": [[7.421, -0.540, -12.349], [2.219, -7.505, -12.169], [5.072, -0.025, -6.354], [5.134, 1.755, -4.696], [1.799, -6.179, -9.125], [2.451, -3.407, -11.750], [9.830, -5.874, -11.171], [2.947, -7.403, -9.552], [2.176, -3.028, -13.486], [8.271, -5.077, -10.899], [6.200, 1.539, -4.757], [7.928, 0.957, -11.528], [5.527, -2.751, -8.377], [2.170, -4.438, -11.535], [8.959, -5.439, -11.663], [6.537, -2.250, -7.822], [0.623, -2.371, -11.252], [9.340, -4.036, -12.630], [4.341, -7.727, -11.208], [4.789, 1.793, -3.662], [1.664, -2.395, -10.930], [8.275, -7.392, -12.013], [6.953, -0.768, -6.692], [3.736, -7.547, -8.815], [2.089, -1.391, -10.932], [6.164, -3.623, -10.165], [6.596, -6.106, -13.026], [5.990, 0.904, -9.196], [3.788, -6.106, -11.086], [4.400, -2.352, -8.096], [3.350, -0.943, -7.077], [3.506, -3.306, -11.496], [5.680, -3.977, -9.255], [8.950, -6.587, -13.450], [6.318, -4.677, -8.714], [5.417, 0.800, -11.395], [4.772, -4.526, -9.504], [8.433, -1.082, -10.428], [3.475, -7.136, -10.912], [3.191, 0.744, -5.765], [1.528, -2.974, -9.277], [8.315, -6.458, -12.573], [7.434, -0.007, -11.398], [5.008, 2.731, -5.165], [2.427, -8.359, -9.487], [5.486, -0.840, -10.731], [4.444, 0.741, -5.581], [6.021, 0.107, -10.808]],
  "forces_ev_per_a": [[-0.478, 0.422, -0.186], [0.293, 0.258, 0.286], [1.528, -1.602, -0.526], [0.470, -0.585, -0.553], [-0.538, 0.697, 0.679], [0.165, 0.474, 0.043], [0.151, 0.188, -0.272], [0.317, -1.518, 0.336], [0.282, -0.202, 0.503], [0.011, -0.294, 0.087], [0.013, 0.012, 0.363], [-0.132, -0.083, 0.192], [1.666, -1.351, 0.809], [-0.336, 0.158, -0.197], [-1.019, -0.037, 0.062], [0.428, -0.519, -0.800], [0.229, 0.247, -0.317], [0.627, 0.917, -0.288], [-0.122, -0.289, 0.365], [-0.157, -0.150, -0.241], [-0.714, -0.263, -0.723], [-0.086, -0.131, -0.238], [0.580, 0.401, 0.145], [0.155, 0.736, 0.075], [0.009, -0.185, -0.138], [0.253, -0.348, -0.124], [0.763, 0.127, 0.083], [0.119, -0.213, 0.167], [-0.235, 0.067, 0.269], [-3.848, 1.644, 0.541], [1.254, 0.006, -0.307], [0.100, -0.004, -0.354], [0.314, 0.312, 0.078], [-0.471, -0.009, -0.156], [0.321, 0.144, -0.217], [0.108, -0.213, -0.283], [-0.249, 0.556, 0.148], [0.443, -0.146, 0.659], [0.375, -0.210, -1.589], [-0.333, -0.731, 0.356], [0.140, 0.263, 1.365], [-0.020, -0.745, 0.767], [-0.625, -0.387, -0.018], [-0.295, 0.038, 0.051], [-0.097, 0.012, -0.437], [0.313, -0.023, 0.068], [-1.858, 1.956, 0.068], [0.185, 0.604, -0.604]],
  "lowdin_spin": [0.000, 0.000, 0.120, 0.020, 0.000, 0.000, 0.000, 0.000, 0.000, 0.000, 0.033, 0.000, 0.009, 0.000, 0.000, 0.124, 0.000, 0.000, 0.000, 0.001, 0.000, 0.000, 0.549, 0.000, 0.000, 0.000, 0.000, 0.046, 0.000, 0.007, 0.029, 0.000, 0.003, 0.000, 0.000, 0.000, 0.000, 0.020, 0.000, 0.007, 0.002, 0.000, 0.001, 0.001, 0.000, 0.000, 0.020, 0.004],
  "relative_energy_kj_mol": 0.0,
  "charge": 1,
  "multiplicity": 2,
  "homo_energy_ha": [-0.3171, -0.4690],
  "s_squared": 0.75
}

2.
{
  "formula": "C12H22N2",
  "method": "wB97M-V/def2-TZVPD",
  "symbols": ["H", "H", "H", "H", "C", "H", "C", "H", "H", "H", "H", "C", "H", "H", "H", "H", "H", "H", "C", "H", "C", "N", "C", "H", "H", "H", "C", "C", "C", "N", "C", "H", "C", "H", "C", "H"],
  "positions_angstrom": [[-0.424, 3.696, 0.671], [2.661, 0.392, 1.870], [0.868, -1.830, -0.892], [-1.255, 2.319, 1.391], [0.633, 0.603, 0.151], [1.522, -0.873, -2.278], [0.612, 1.806, 0.663], [-2.836, -0.715, -1.617], [1.533, 2.189, 1.085], [-1.663, -2.591, 1.336], [-3.253, -2.265, -0.943], [1.932, -0.145, -0.138], [3.281, 1.724, -0.151], [2.238, 1.476, -1.461], [3.624, -0.918, 1.164], [3.579, 0.407, -1.474], [1.851, -1.232, 1.645], [-3.496, -0.983, 1.168], [-1.596, -0.865, 0.051], [-2.385, 0.195, 1.748], [2.826, 0.954, -0.825], [-0.661, 0.098, -0.551], [1.744, -1.199, -1.283], [-0.226, -2.409, 0.504], [2.570, -1.845, -1.233], [-1.639, -1.990, -1.846], [-0.631, 2.631, 0.633], [-2.325, -1.554, -1.161], [-0.869, -1.816, 1.052], [-1.196, 1.139, -1.271], [-2.827, -0.253, 0.813], [-1.658, 3.112, -1.271], [-1.207, 2.281, -0.698], [-3.421, 0.326, 0.108], [2.569, -0.572, 1.187], [-0.474, -1.290, 1.851]],
  "forces_ev_per_a": [[-0.082, 0.059, 0.254], [-0.456, -1.873, -1.308], [1.225, 0.660, -1.198], [-1.707, -0.378, 1.827], [-2.423, -2.184, -1.078], [-0.044, 0.626, -0.252], [0.517, 0.549, 1.114], [0.176, 0.107, -0.673], [-0.036, 0.303, -0.137], [0.948, 1.295, 0.202], [2.327, 1.105, 0.110], [0.728, 1.871, -1.566], [-0.074, -0.993, -0.358], [-1.875, 1.619, -2.200], [-0.858, -0.351, -0.370], [-0.318, 0.865, 1.013], [0.337, -0.616, 0.633], [-0.570, -1.444, 0.330], [-1.926, -1.012, 0.058], [-0.925, 0.525, -0.965], [2.589, -2.036, 1.383], [3.558, 0.481, 1.783], [-2.465, -1.090, 3.503], [2.043, -1.005, -0.730], [1.414, -0.843, -0.365], [0.480, -0.523, -0.653], [1.768, -0.188, -1.895], [-1.769, -0.484, 1.259], [-4.140, -0.852, -2.046], [-1.870, 1.141, 0.131], [2.435, 0.996, 0.471], [0.273, -0.564, 0.051], [-0.908, 0.655, -1.311], [0.272, 0.850, 0.511], [0.473, 1.967, 0.832], [0.882, 0.764, 1.638]],
  "mulliken_charge": [0.406, 0.236, 0.132, 0.268, -0.747, 0.324, -0.142, 0.474, 0.337, 0.433, 0.290, 1.965, 0.316, 0.544, 0.419, 0.356, 0.317, 0.550, 1.490, 0.335, -1.711, 1.115, -1.467, 0.519, 0.555, 0.366, -0.994, -1.519, -1.982, -1.106, -1.844, 0.445, -0.134, 0.392, -1.381, 0.442],
  "relative_energy_kj_mol": 69.9,
  "charge": 0,
  "smiles": "CC(C)(C)C1=CCC=NN1C(C)(C)C",
  "homo_energy_ha": -0.2856
}

3.
{
  "formula": "C12H22N3",
  "method": "wB97M-V/def2-TZVPD",
  "symbols": ["C", "H", "H", "C", "H", "H", "H", "H", "N", "C", "H", "N", "H", "C", "C", "H", "H", "H", "C", "H", "N", "H", "H", "C", "H", "H", "C", "C", "C", "C", "H", "H", "C", "H", "H", "H", "H"],
  "positions_angstrom": [[-2.041, 0.571, -2.241], [-3.130, -2.423, 0.856], [-0.036, 2.160, -1.765], [2.162, 1.468, 0.476], [0.609, 0.564, -1.540], [0.651, 1.049, 2.369], [-2.046, -1.750, -1.531], [3.070, -1.527, 0.104], [3.129, -1.155, 1.041], [-0.367, -0.255, 1.041], [-0.211, -3.161, -1.773], [2.801, 2.424, 1.119], [0.569, -1.682, -1.359], [-0.147, -2.464, -0.963], [0.017, 1.429, -1.023], [-3.086, 0.253, -2.157], [-0.820, 1.709, 1.789], [-1.913, 1.467, -2.847], [0.017, 1.137, 1.567], [-2.150, 1.419, -0.266], [1.950, 3.450, 1.328], [0.318, -2.953, -0.156], [3.857, -1.650, 1.503], [-1.423, 0.731, -0.840], [0.080, -1.012, 1.737], [2.638, 0.450, 0.384], [0.723, 1.901, 0.246], [-1.473, -1.851, -0.588], [-2.240, -2.721, 0.335], [-1.085, -0.455, -0.037], [2.202, 4.251, 1.832], [-2.550, -3.693, -0.034], [0.740, 3.239, 0.809], [-1.555, -3.067, 1.074], [2.264, -1.413, 1.504], [-1.460, -0.334, -2.739], [-0.063, 3.893, 0.747]],
  "forces_ev_per_a": [[1.280, -2.793, -0.063], [-0.320, 1.110, -0.008], [-0.213, 1.456, -0.988], [0.810, 1.679, 0.025], [-0.564, 1.599, 0.980], [1.572, 0.040, 1.776], [0.278, 0.417, 0.725], [0.077, -0.252, -0.236], [-0.603, -0.344, -0.135], [3.813, 1.947, 6.995], [-0.413, -0.546, -0.440], [0.174, -1.215, -0.125], [-0.587, -0.729, 0.429], [1.352, 1.456, -1.375], [0.047, -2.740, 0.180], [0.160, 0.250, -0.272], [-1.763, 1.069, 0.401], [-0.158, -0.108, 0.145], [-1.278, -3.410, -4.061], [1.176, -0.859, -0.277], [-0.068, -0.872, -0.525], [0.648, -0.566, 1.202], [0.781, -0.409, 0.459], [0.346, 2.449, -0.399], [-0.687, -0.050, -1.331], [-0.609, 1.656, -0.101], [0.339, -2.171, 1.843], [-0.682, 1.366, -0.900], [-0.151, -1.685, 1.230], [-4.196, -2.010, -4.918], [0.818, 0.925, 0.603], [0.100, 0.001, -1.107], [-0.055, 0.025, -1.699], [0.580, -0.032, 1.212], [0.103, -0.086, 0.060], [-1.174, 2.056, 0.484], [-0.933, 1.377, 0.212]],
  "lowdin_spin": [0.005, 0.000, 0.004, 0.145, 0.002, 0.002, 0.000, 0.000, 0.001, 0.391, 0.009, -0.008, 0.005, 0.039, 0.044, 0.001, 0.022, 0.000, 0.143, 0.029, 0.171, 0.000, 0.000, 0.046, 0.012, 0.007, 0.116, 0.028, 0.010, 0.319, 0.002, 0.001, 0.420, 0.000, 0.000, 0.002, 0.032],
  "relative_energy_kj_mol": 287.9,
  "charge": 1,
  "multiplicity": 3,
  "homo_energy_ha": [-0.3334, -0.4628],
  "s_squared": 2.02
}

Question: Look up the charge of the third one.
Answer: +1